Model i:
Molecular formula: C53H62CaFN3O4P2SeSi
Method: DFT, ωB97M-V with the def2-TZVPD basis set

Output
Orbital gap = 6.4 eV
Multiplicity = 1
Total charge = 0

Last column: Löwdin charge in e.
Element x y z (Å)
Ca (-0.656, -1.395, -0.936)  1.123
C (1.257, -2.593, 7.980)  -0.030
C (1.463, -2.847, 6.480)  -0.429
C (2.172, -4.200, 6.287)  -0.008
C (0.120, -2.899, 5.766)  -0.093
C (-0.942, -3.623, 6.297)  -0.017
C (-2.158, -3.730, 5.638)  -0.057
C (-2.308, -3.126, 4.402)  -0.083
C (-1.264, -2.414, 3.826)  -0.271
P (-1.455, -1.767, 2.120)  1.119
C (-1.694, -3.363, 1.239)  -0.398
C (-0.531, -3.886, 0.665)  -0.164
C (-0.544, -5.115, 0.016)  -0.071
C (-1.725, -5.833, -0.064)  -0.071
C (-2.887, -5.323, 0.504)  -0.072
C (-2.875, -4.098, 1.149)  -0.087
C (-3.133, -1.038, 2.225)  -0.382
C (-3.471, -0.263, 3.334)  -0.096
C (-4.673, 0.426, 3.377)  -0.081
C (-5.557, 0.352, 2.308)  -0.095
C (-5.226, -0.408, 1.195)  -0.080
C (-4.020, -1.092, 1.150)  -0.115
C (-0.068, -2.288, 4.530)  -0.187
O (0.912, -1.543, 3.935)  -0.003
C (2.015, -1.156, 4.656)  -0.188
C (2.806, -0.156, 4.090)  -0.274
C (3.963, 0.221, 4.761)  -0.078
C (4.317, -0.361, 5.967)  -0.059
C (3.493, -1.333, 6.513)  -0.022
C (2.326, -1.746, 5.877)  -0.095
P (2.330, 0.670, 2.509)  1.142
C (3.940, 0.549, 1.636)  -0.366
C (5.005, 1.436, 1.787)  -0.110
C (6.205, 1.218, 1.127)  -0.080
C (6.360, 0.107, 0.310)  -0.086
C (5.307, -0.782, 0.151)  -0.078
C (4.102, -0.559, 0.803)  -0.102
C (2.329, 2.425, 3.051)  -0.384
C (1.928, 2.800, 4.332)  -0.090
C (1.837, 4.139, 4.686)  -0.084
C (2.160, 5.128, 3.767)  -0.095
C (2.545, 4.766, 2.483)  -0.090
C (2.604, 3.429, 2.120)  -0.119
H (0.666, -3.386, 8.435)  0.075
H (0.746, -1.643, 8.146)  0.102
H (2.209, -2.568, 8.508)  0.075
H (1.575, -5.008, 6.713)  0.088
H (3.148, -4.192, 6.776)  0.088
H (2.323, -4.407, 5.226)  0.098
H (-0.816, -4.128, 7.246)  0.110
H (-2.971, -4.293, 6.076)  0.106
H (-3.250, -3.208, 3.874)  0.107
H (0.405, -3.334, 0.747)  0.096
H (0.364, -5.501, -0.429)  0.113
H (-1.746, -6.785, -0.578)  0.111
H (-3.811, -5.881, 0.432)  0.112
H (-3.793, -3.709, 1.571)  0.103
H (-2.791, -0.201, 4.176)  0.108
H (-4.922, 1.017, 4.249)  0.103
H (-6.498, 0.885, 2.342)  0.103
H (-5.903, -0.465, 0.353)  0.111
H (-3.777, -1.663, 0.262)  0.093
H (4.593, 0.990, 4.332)  0.102
H (5.220, -0.059, 6.479)  0.106
H (3.776, -1.792, 7.451)  0.109
H (4.902, 2.309, 2.421)  0.097
H (7.020, 1.920, 1.249)  0.102
H (7.296, -0.061, -0.206)  0.102
H (5.418, -1.644, -0.495)  0.103
H (3.270, -1.230, 0.650)  0.078
H (1.696, 2.041, 5.070)  0.103
H (1.529, 4.409, 5.688)  0.102
H (2.114, 6.172, 4.050)  0.099
H (2.813, 5.529, 1.761)  0.102
H (2.884, 3.161, 1.107)  0.104
O (-2.151, 0.448, -0.612)  -0.244
H (-2.120, 1.042, -1.392)  -0.083
H (-1.881, 1.006, 0.154)  0.010
O (0.902, 1.758, -0.835)  -0.118
H (0.384, 1.846, -1.652)  -0.031
H (1.079, 0.801, -0.686)  -0.009
O (-0.938, 2.002, 1.326)  -0.077
H (-0.242, 2.062, 0.631)  0.020
H (-0.541, 1.452, 2.013)  0.024
N (2.694, -0.376, -3.127)  0.104
C (1.897, -0.082, -4.226)  -0.332
C (1.636, -1.049, -5.200)  -0.054
C (0.884, -0.735, -6.318)  -0.108
C (0.366, 0.543, -6.492)  -0.121
C (0.617, 1.504, -5.524)  -0.109
C (1.379, 1.203, -4.405)  -0.060
H (2.752, -1.351, -2.884)  0.080
H (2.555, 0.200, -2.312)  0.055
H (2.027, -2.052, -5.070)  0.104
H (0.688, -1.503, -7.056)  0.104
H (-0.235, 0.779, -7.359)  0.097
H (0.211, 2.502, -5.632)  0.095
H (1.584, 1.966, -3.662)  0.097
F (1.243, -0.913, -0.574)  -0.662
C (0.317, 4.890, -1.194)  -0.028
N (-0.981, 4.622, -0.596)  -0.113
C (-1.393, 5.110, 0.628)  -0.045
C (-2.604, 4.577, 0.874)  -0.050
N (-2.922, 3.774, -0.203)  -0.117
C (-4.143, 2.991, -0.298)  -0.022
C (-1.919, 3.797, -1.112)  -0.693
Se (-1.839, 2.893, -2.736)  0.705
H (0.585, 5.927, -1.003)  0.095
H (0.245, 4.718, -2.265)  0.056
H (1.068, 4.222, -0.772)  0.076
H (-0.787, 5.779, 1.212)  0.124
H (-3.260, 4.685, 1.718)  0.127
H (-5.000, 3.639, -0.125)  0.098
H (-4.130, 2.187, 0.437)  0.079
H (-4.200, 2.568, -1.298)  0.056
C (-2.299, -1.343, -4.510)  -0.270
Si (-1.876, -2.565, -3.104)  0.381
C (-0.935, -3.999, -3.963)  -0.282
C (-3.574, -3.382, -2.726)  -0.278
H (-2.690, -1.846, -5.401)  0.021
H (-1.426, -0.759, -4.813)  -0.018
H (-3.059, -0.632, -4.170)  0.009
H (-1.411, -4.315, -4.898)  0.016
H (-0.897, -4.869, -3.299)  -0.007
H (0.097, -3.720, -4.197)  -0.012
H (-4.033, -3.801, -3.629)  0.018
H (-4.282, -2.659, -2.306)  0.001
H (-3.465, -4.194, -2.002)  -0.017

=====

Model ii:
Molecular formula: C53H62CaFN3O4P2SeSi
Method: DFT, ωB97M-V with the def2-TZVPD basis set

Output
Orbital gap = 6.7 eV
Multiplicity = 1
Total charge = 0

Last column: Löwdin charge in e.
Element x y z (Å)
Ca (0.185, -0.167, -0.005)  1.099
C (1.588, -2.995, 7.824)  -0.041
C (1.672, -3.045, 6.295)  -0.430
C (2.415, -4.329, 5.876)  -0.002
C (0.289, -3.071, 5.668)  -0.093
C (-0.771, -3.707, 6.300)  -0.018
C (-2.006, -3.837, 5.692)  -0.058
C (-2.169, -3.354, 4.412)  -0.082
C (-1.137, -2.714, 3.727)  -0.249
P (-1.478, -2.268, 1.976)  1.129
C (-1.972, -3.920, 1.358)  -0.354
C (-0.951, -4.657, 0.757)  -0.096
C (-1.182, -5.950, 0.311)  -0.079
C (-2.436, -6.522, 0.455)  -0.091
C (-3.459, -5.795, 1.046)  -0.089
C (-3.230, -4.503, 1.492)  -0.108
C (-3.045, -1.355, 2.142)  -0.383
C (-3.196, -0.417, 3.160)  -0.091
C (-4.321, 0.393, 3.213)  -0.074
C (-5.313, 0.274, 2.250)  -0.081
C (-5.168, -0.654, 1.228)  -0.078
C (-4.039, -1.459, 1.169)  -0.125
C (0.084, -2.548, 4.386)  -0.164
O (1.100, -1.882, 3.727)  0.005
C (2.133, -1.354, 4.475)  -0.172
C (2.899, -0.338, 3.902)  -0.265
C (3.956, 0.193, 4.643)  -0.082
C (4.255, -0.266, 5.908)  -0.058
C (3.493, -1.290, 6.442)  -0.015
C (2.431, -1.852, 5.746)  -0.092
P (2.654, 0.332, 2.217)  1.122
C (4.391, 0.283, 1.635)  -0.372
C (5.273, 1.357, 1.608)  -0.104
C (6.558, 1.201, 1.108)  -0.074
C (6.983, -0.031, 0.636)  -0.080
C (6.118, -1.115, 0.676)  -0.080
C (4.834, -0.955, 1.168)  -0.110
C (2.341, 2.095, 2.528)  -0.374
C (1.775, 2.548, 3.715)  -0.076
C (1.442, 3.886, 3.870)  -0.073
C (1.675, 4.787, 2.844)  -0.082
C (2.235, 4.343, 1.653)  -0.083
C (2.555, 3.005, 1.490)  -0.137
H (1.082, -3.874, 8.217)  0.075
H (1.057, -2.105, 8.163)  0.106
H (2.580, -3.002, 8.273)  0.074
H (1.884, -5.209, 6.240)  0.092
H (3.427, -4.331, 6.286)  0.092
H (2.487, -4.398, 4.790)  0.096
H (-0.629, -4.121, 7.287)  0.105
H (-2.821, -4.331, 6.204)  0.108
H (-3.123, -3.475, 3.918)  0.099
H (0.027, -4.208, 0.627)  0.076
H (-0.378, -6.506, -0.155)  0.104
H (-2.616, -7.529, 0.102)  0.102
H (-4.444, -6.231, 1.157)  0.106
H (-4.041, -3.951, 1.947)  0.100
H (-2.422, -0.298, 3.908)  0.110
H (-4.416, 1.123, 4.007)  0.104
H (-6.193, 0.903, 2.292)  0.101
H (-5.928, -0.755, 0.464)  0.098
H (-3.938, -2.155, 0.342)  0.084
H (4.555, 0.980, 4.204)  0.107
H (5.079, 0.155, 6.467)  0.108
H (3.744, -1.669, 7.422)  0.106
H (4.967, 2.326, 1.980)  0.100
H (7.228, 2.052, 1.087)  0.105
H (7.981, -0.146, 0.236)  0.103
H (6.437, -2.083, 0.311)  0.107
H (4.171, -1.813, 1.194)  0.095
H (1.584, 1.853, 4.522)  0.108
H (0.997, 4.221, 4.798)  0.104
H (1.420, 5.832, 2.968)  0.102
H (2.421, 5.040, 0.845)  0.109
H (2.973, 2.667, 0.547)  0.091
O (-2.132, 0.402, -0.338)  -0.227
H (-3.071, 0.185, -0.276)  0.036
H (-1.979, 0.894, 0.496)  0.029
O (1.500, -2.414, 0.639)  -0.182
H (2.251, -2.051, 0.142)  -0.015
H (1.592, -2.094, 1.549)  -0.022
O (-0.019, 2.382, -0.175)  -0.178
H (0.697, 3.022, -0.233)  0.030
H (-0.113, 2.212, 0.794)  0.005
N (-1.655, -1.165, -3.016)  0.115
C (-2.816, -1.775, -2.575)  -0.332
C (-2.822, -3.131, -2.237)  -0.040
C (-4.001, -3.764, -1.875)  -0.107
C (-5.197, -3.064, -1.825)  -0.120
C (-5.191, -1.712, -2.147)  -0.116
C (-4.023, -1.066, -2.514)  -0.062
H (-0.792, -1.640, -2.807)  0.066
H (-1.620, -0.155, -2.946)  -0.010
H (-1.897, -3.697, -2.269)  0.109
H (-3.972, -4.817, -1.627)  0.095
H (-6.117, -3.560, -1.547)  0.097
H (-6.116, -1.147, -2.119)  0.102
H (-4.029, -0.015, -2.773)  0.056
F (-0.496, 0.874, 1.770)  -0.614
C (-1.505, 1.744, -5.815)  -0.029
N (-2.218, 2.969, -5.514)  -0.130
C (-2.510, 3.968, -6.418)  -0.052
C (-3.130, 4.955, -5.737)  -0.053
N (-3.207, 4.550, -4.421)  -0.141
C (-3.767, 5.308, -3.323)  -0.052
C (-2.635, 3.333, -4.278)  -0.712
Se (-2.431, 2.395, -2.701)  0.720
H (-1.702, 1.471, -6.849)  0.094
H (-1.859, 0.960, -5.149)  0.058
H (-0.434, 1.875, -5.658)  0.087
H (-2.263, 3.880, -7.461)  0.119
H (-3.530, 5.897, -6.067)  0.116
H (-4.223, 6.209, -3.725)  0.088
H (-2.983, 5.566, -2.612)  0.088
H (-4.514, 4.706, -2.808)  0.078
C (3.476, 1.356, -1.964)  -0.276
Si (2.256, -0.115, -2.164)  0.422
C (3.469, -1.577, -2.467)  -0.282
C (1.553, 0.231, -3.915)  -0.295
H (4.214, 1.358, -2.774)  0.020
H (4.027, 1.313, -1.021)  -0.018
H (2.946, 2.312, -2.003)  0.007
H (4.056, -1.427, -3.380)  0.015
H (2.955, -2.537, -2.557)  0.005
H (4.183, -1.664, -1.641)  -0.013
H (2.361, 0.451, -4.621)  0.018
H (0.879, 1.091, -3.890)  -0.013
H (0.985, -0.614, -4.313)  0.003

=====

Stability verdict: model ii, ahead by 0.255 eV